Density functional theory data (ωB97M-V/def2-TZVPD) for the molecule C5H8O2.

Total energy: -345.7129 Eh
SMILES: C[C@H]1OC12COC2
Frontier orbital gap: 10.83 eV

```
! wB97M-V def2-TZVPD RIJCOSX def2/J DEFGRID3
* xyz 0 1
C 2.04237 -0.36074 0.49528
C 0.89238 0.60608 0.42571
O 0.57841 0.99999 -0.91265
C -0.39065 0.28283 -0.19906
C -1.80394 0.80876 -0.01642
O -2.34062 -0.47830 -0.36320
C -1.03859 -1.02796 -0.62785
H 2.27806 -0.64349 1.52128
H 1.84398 -1.26893 -0.08572
H 2.92708 0.12698 0.06873
H 0.91083 1.43572 1.14092
H -2.11122 1.13648 0.98355
H -2.05486 1.57770 -0.75845
H -0.90407 -1.30036 -1.68219
H -0.82916 -1.89475 0.01008
*
```

---

Density functional theory data (ωB97M-V/def2-TZVPD) for the molecule C5H8O2.

Total energy: -345.6615 Eh
Frontier orbital gap: 9.63 eV

```
! wB97M-V def2-TZVPD RIJCOSX def2/J DEFGRID3
* xyz 0 1
O 0.93337 -2.51437 -0.79230
C 1.07187 -1.24359 -1.05861
C -0.25889 -0.52934 -0.98870
C -0.23258 0.51350 0.12091
C -0.14453 1.93692 -0.20520
O -1.38668 1.34140 0.15484
C 0.24839 0.00504 1.45848
H -0.00200 -2.77661 -0.60811
H 1.27873 -0.35618 1.37421
H -1.12309 -1.20532 -0.80606
H -0.42445 -0.02665 -1.94995
H 0.26582 2.63090 0.52872
H -0.06004 2.25066 -1.24543
H -0.38007 -0.82440 1.80542
H 0.21417 0.79805 2.21177
*
```

---

Density functional theory data (ωB97M-V/def2-TZVPD) for a cluster of 2 separate species, C5H8O2 in total.

Total energy: -345.6950 Eh
SMILES: O=C=CC/C=C/O.[H][H]
Frontier orbital gap: 9.59 eV

```
! wB97M-V def2-TZVPD RIJCOSX def2/J DEFGRID3
* xyz 0 1
O -2.66745 -0.03603 -0.15266
C -1.40954 -0.23655 -0.62987
C -0.51545 -0.98904 0.00485
C 0.95493 -0.93614 -0.32068
C 1.63015 -0.04282 0.71554
C 0.89948 0.41896 1.71148
O 0.23310 0.81636 2.58487
H -3.08539 0.66794 -0.65990
H 0.12028 1.99122 -1.05850
H -1.16820 0.26608 -1.56639
H -0.81237 -1.48790 0.92662
H 1.40799 -1.93425 -0.31120
H 1.11290 -0.53005 -1.32935
H 0.63593 1.74656 -0.58192
H 2.66363 0.28567 0.66711
*
```

---

Density functional theory data (ωB97M-V/def2-TZVPD) for the molecule C5H8O2 at a distorted geometry.

Total energy: -345.6619 Eh
SMILES: C[C@H]1O[C@H]2C[C@]21O
Frontier orbital gap: 9.83 eV

```
! wB97M-V def2-TZVPD RIJCOSX def2/J DEFGRID3
* xyz 0 1
C -1.87561 -0.24676 -0.39050
C -0.74913 0.68458 -0.00299
O -0.43465 0.53603 1.41207
C 0.96211 0.33375 1.12997
C 1.09273 -0.89945 0.31739
C 0.67946 0.35828 -0.34720
O 1.34786 0.95689 -1.39288
H -1.64214 -1.26442 -0.06217
H -2.78196 0.07291 0.13282
H -2.07607 -0.25548 -1.46684
H -0.96320 1.72973 -0.25971
H 1.66705 0.72567 1.84918
H 1.80990 -1.51818 -0.10238
H 0.72364 -1.80487 0.63505
H 2.24002 0.59131 -1.45180
*
```

---

Density functional theory data (ωB97M-V/def2-TZVPD) for the molecule C5H8O2 at a distorted geometry.

Total energy: -345.6425 Eh
Frontier orbital gap: 8.96 eV

```
! wB97M-V def2-TZVPD RIJCOSX def2/J DEFGRID3
* xyz 0 1
C 0.99604 0.87273 0.06643
C -2.30011 -0.02219 -0.10800
C 0.36728 -0.37908 0.18497
C 2.36691 0.97654 -0.39028
C 0.45233 -1.61355 0.62142
O -1.02361 -0.07895 -0.78260
O 3.05843 1.97567 -0.33011
H 2.78317 0.02906 -0.79819
H 0.63478 1.69225 0.68274
H -0.48630 0.86583 -0.93914
H -2.24935 0.66832 0.73706
H -2.52834 -1.02407 0.24729
H -3.05190 0.30094 -0.82590
H -0.16746 -2.40492 0.22402
H 1.14811 -1.85857 1.41030
*
```

---

Density functional theory data (ωB97M-V/def2-TZVPD) for the molecule C5H8O2 at a distorted geometry.

Total energy: -345.7191 Eh
SMILES: O/C=C\C1(O)CC1
Frontier orbital gap: 9.83 eV

```
! wB97M-V def2-TZVPD RIJCOSX def2/J DEFGRID3
* xyz 0 1
O -0.57856 -1.16693 -0.80786
C 0.21233 -0.04646 -0.35939
C -0.78333 0.94431 0.14358
C -1.62646 0.45937 1.07895
O -1.61355 -0.83949 1.42063
C 1.47139 0.20371 -1.10386
C 1.52186 -0.34009 0.30780
H -1.14315 -1.32781 0.62304
H -0.82979 1.96005 -0.22385
H -1.36125 -0.60798 -1.01458
H -2.37245 1.08195 1.58063
H 1.76354 1.22986 -1.29568
H 1.68546 -0.50407 -1.90055
H 1.82076 -1.37622 0.44477
H 1.83322 0.32980 1.10638
*
```

---

Density functional theory data (ωB97M-V/def2-TZVPD) for the molecule C5H8O2 at a distorted geometry.

Total energy: -345.6992 Eh
SMILES: O[C@H]1C[C@@]2(O)C[C@@H]12
Frontier orbital gap: 10.06 eV

```
! wB97M-V def2-TZVPD RIJCOSX def2/J DEFGRID3
* xyz 0 1
O -0.93758 0.02573 1.96473
C 0.00269 0.61096 1.08692
C 1.07029 -0.41020 0.62035
C 0.53394 -0.31144 -0.82257
O 1.42988 -0.28357 -1.87643
C -0.90847 -0.64751 -0.82738
C -0.41540 0.73201 -0.34418
H -1.67233 0.64250 2.07575
H 0.39461 1.54902 1.48698
H 2.06474 0.03845 0.67297
H 1.06409 -1.37700 1.13112
H 0.96646 -0.59337 -2.65967
H -1.66024 -0.18703 -1.43916
H -1.26713 -1.39279 -0.12355
H -0.66554 1.60425 -0.94589
*
```

---

Density functional theory data (ωB97M-V/def2-TZVPD) for the molecule C5H8O2 at a distorted geometry.

Total energy: -345.6930 Eh
SMILES: C[C@@]1(O)C/C1=C/O
Frontier orbital gap: 10.15 eV

```
! wB97M-V def2-TZVPD RIJCOSX def2/J DEFGRID3
* xyz 0 1
C 0.91931 1.48584 0.74040
C 0.62473 0.53530 -0.38904
O 1.18295 0.85267 -1.62625
C 0.61703 -0.90403 -0.04074
O -1.76447 -2.08246 0.20076
C -0.66682 -0.15568 -0.35240
C -1.82080 -0.77638 -0.25310
H 2.00247 1.51978 0.88487
H 0.44538 1.13909 1.66634
H 0.53976 2.48063 0.50225
H 0.49080 1.28152 -2.13945
H 0.83162 -1.21085 0.98386
H 0.89565 -1.62913 -0.80153
H -1.45981 -2.05583 1.11566
H -2.83780 -0.48048 -0.49163
*
```

---

no.,HOMO level (eV)
1,-9.9
2,-8.9
3,-8.8
4,-9.0
5,-8.4
6,-8.9
7,-9.2
8,-9.4